Here is 2 unconnected molecules or ions with the total composition C4H5NO2S at a distorted geometry from the OMol25 dataset. Energies are from ωB97M-V/def2-TZVPD.

Values from the calculation:
* E_HOMO (alpha / beta): -7.97 / -9.44 eV
* Kohn-Sham gap (alpha / beta): 7.09 / 8.51 eV
* total charge: 0
* E_LUMO (alpha / beta): -0.032 / -0.034 hartree
* 2S+1: 1

Last column: natural (NBO) charge in e.
Positions of all 13 atoms, in Å:
C -0.385 -1.793 0.417  -0.308
C 0.524 -0.786 0.645  -0.305
C -0.735 -1.733 -0.847  0.098
C 0.685 -0.144 -0.527  -0.002
N -0.205 2.682 0.973  -0.618
O 0.868 1.598 -2.415  -0.800
O -0.093 -0.722 -1.439  -0.382
S 1.454 1.370 -1.099  1.049
H -0.712 -2.462 1.276  0.236
H 1.085 -0.403 1.581  0.233
H -1.427 -2.320 -1.395  0.210
H 0.143 2.245 1.824  0.291
H -1.202 2.468 1.005  0.298